(1)
{
  "formula": "C6H13N6",
  "method": "ωB97M-V with the def2-TZVPD basis set",
  "homo_lumo_gap_ha": 0.23181,
  "total_charge": 1,
  "molar_mass_g_mol": 169.21,
  "total_energy_ev": -15363.913,
  "lumo_energy_ev": -4.958,
  "multiplicity": 1,
  "relative_energy_ev": 1.258,
  "e_homo_ev": -11.27,
  "species": ["N", "N", "N", "N", "N", "N", "C", "C", "C", "C", "C", "C", "H", "H", "H", "H", "H", "H", "H", "H", "H", "H", "H", "H", "H"],
  "coordinates": [[0.036, -0.836, 0.435], [2.731, -3.259, 2.295], [1.379, -2.706, 0.530], [-1.201, 0.326, -2.665], [-0.371, 0.601, 2.170], [0.521, -1.925, 0.003], [0.310, -0.480, 1.689], [-1.729, 2.838, -2.265], [1.845, -2.398, 1.720], [-0.446, 2.497, -1.631], [1.294, -1.268, 2.343], [-1.454, 1.439, -1.781], [-2.639, 3.482, -1.811], [-1.112, 0.993, 1.620], [2.800, -4.253, 2.138], [1.320, -0.983, 3.445], [0.135, 1.203, 2.779], [-1.721, 2.993, -3.320], [2.933, -3.108, 3.358], [-0.314, 2.937, -0.649], [-0.747, 0.528, -3.438], [0.146, -2.236, -0.864], [0.457, 2.672, -2.249], [-2.123, 1.188, -0.957], [-2.050, -0.243, -2.894]],
  "mulliken_charge": [-0.301, -0.482, -0.688, -0.509, -0.393, 0.555, 0.394, -0.453, 0.584, -0.481, -0.286, -0.136, 0.179, 0.226, 0.286, 0.267, 0.238, 0.250, 0.273, 0.177, 0.190, 0.311, 0.265, 0.306, 0.231]
}


(2)
{
  "formula": "C30H69Br9Cl6O16P4",
  "method": "ωB97M-V with the def2-TZVPD basis set",
  "homo_lumo_gap_ha": 0.35458,
  "total_charge": 0,
  "molar_mass_g_mol": 1741.62,
  "total_energy_ev": -807670.707,
  "lumo_energy_ev": -0.067,
  "multiplicity": 1,
  "e_homo_ev": -9.72,
  "species": ["Br", "Br", "Br", "Br", "Br", "Br", "Br", "Br", "Br", "Cl", "Cl", "Cl", "Cl", "Cl", "Cl", "P", "P", "P", "P", "O", "O", "O", "O", "O", "O", "O", "O", "O", "O", "O", "O", "O", "O", "O", "O", "C", "C", "C", "C", "C", "C", "C", "C", "C", "C", "C", "C", "C", "C", "C", "C", "C", "C", "C", "C", "C", "C", "C", "C", "C", "C", "C", "C", "C", "C", "H", "H", "H", "H", "H", "H", "H", "H", "H", "H", "H", "H", "H", "H", "H", "H", "H", "H", "H", "H", "H", "H", "H", "H", "H", "H", "H", "H", "H", "H", "H", "H", "H", "H", "H", "H", "H", "H", "H", "H", "H", "H", "H", "H", "H", "H", "H", "H", "H", "H", "H", "H", "H", "H", "H", "H", "H", "H", "H", "H", "H", "H", "H", "H", "H", "H", "H", "H", "H"],
  "coordinates": [[1.114, -1.427, 3.426], [2.148, -7.790, -5.229], [1.283, -5.663, -2.949], [3.273, -7.920, -2.203], [1.800, -1.269, 6.474], [-1.370, 1.554, 2.614], [1.524, -4.244, 4.874], [1.267, 1.710, 0.975], [-1.651, 1.532, -0.557], [4.807, 1.052, 2.276], [-3.036, -2.175, 3.658], [3.218, 2.947, 3.955], [5.337, -5.118, -0.127], [5.690, -2.839, -1.921], [-3.450, -3.422, 1.040], [-6.952, 5.735, 0.741], [6.242, -2.684, 3.918], [-3.730, 3.151, -3.612], [0.234, -2.779, -0.700], [-0.027, -4.258, -0.282], [1.775, -2.657, -0.598], [-7.499, 4.193, 0.870], [6.791, -2.393, 2.489], [-4.585, 2.412, -2.655], [6.492, -4.237, 4.156], [-2.413, 3.588, -2.849], [-3.269, 2.242, -4.834], [-7.705, 6.356, -0.568], [-0.577, -1.816, 0.105], [-4.242, 4.528, -4.268], [-5.496, 5.637, 0.124], [7.159, -1.952, 4.986], [-0.104, -2.787, -2.242], [4.855, -2.260, 3.989], [-7.107, 6.490, 2.016], [-3.128, 5.275, 0.103], [-5.410, 6.634, -3.924], [-1.252, 3.795, -3.646], [4.697, -4.267, -1.581], [1.820, -7.508, -3.353], [-0.159, 4.420, -2.770], [4.010, 1.342, 3.795], [-7.593, 1.891, -0.129], [9.494, -2.307, 5.786], [-3.169, 2.659, -6.219], [2.004, -2.360, 4.897], [-7.665, 7.789, -0.726], [-0.545, 1.005, 0.938], [-9.009, 8.122, -1.350], [8.529, -3.969, 1.586], [-7.414, 3.407, -0.319], [4.945, -6.151, 3.644], [2.677, -0.501, -1.441], [-1.465, -2.431, -2.598], [-2.199, -3.757, -2.994], [-2.564, -2.218, 1.995], [0.881, -5.968, 1.159], [8.023, -2.638, 5.943], [-4.436, 5.334, 0.965], [-2.124, 1.706, -6.766], [8.150, -2.567, 2.020], [2.539, -1.414, -0.285], [0.152, -4.628, 1.122], [-4.445, 5.639, -3.300], [5.454, -5.100, 4.599], [1.952, -0.856, 0.489], [0.695, 4.805, -3.400], [1.137, -6.281, 2.225], [8.216, -1.900, 1.171], [-1.432, 4.501, -4.494], [-3.412, 6.116, -3.160], [1.856, -5.879, 0.559], [3.212, -0.867, -2.281], [-6.776, 8.016, -1.275], [-0.458, -0.084, 1.050], [-8.280, 3.628, -1.005], [-2.516, 0.713, -6.846], [-3.262, 4.699, -0.833], [-9.085, 9.250, -1.557], [-8.183, 1.394, -0.913], [9.691, -1.215, 5.709], [9.567, -3.965, 1.203], [3.414, -1.853, 0.097], [-1.583, -4.164, -3.799], [5.730, -6.918, 3.529], [-6.407, 6.247, -3.644], [-3.215, -3.408, -3.356], [0.292, 3.639, -2.140], [-1.599, -1.883, -3.499], [3.677, -4.055, -1.286], [-8.161, 1.685, 0.826], [4.066, -6.523, 4.177], [3.292, 0.378, -1.042], [7.928, -3.737, 5.904], [4.714, -4.954, -2.451], [0.404, -6.776, 0.664], [-0.870, -4.807, 1.481], [-4.339, 6.206, 1.659], [1.671, -0.190, -1.757], [-4.810, 4.406, 1.445], [-4.191, 2.548, -6.657], [8.773, -2.163, 2.804], [-2.729, 6.254, -0.168], [4.649, -5.788, 2.666], [7.589, -2.365, 6.912], [-2.217, -4.514, -2.206], [-7.507, 8.268, 0.236], [-5.308, 7.588, -3.487], [-2.951, 3.741, -6.137], [-4.860, 5.175, -2.384], [-6.510, 3.623, -0.938], [-0.556, 5.125, -2.027], [-6.602, 1.453, -0.041], [3.026, -2.224, 4.660], [4.644, -4.497, 5.001], [-1.505, -2.431, 1.922], [9.922, -2.771, 4.900], [-0.866, 2.883, -4.060], [5.913, -5.675, 5.469], [-1.744, 2.021, -7.706], [-9.134, 7.466, -2.261], [-1.292, 1.734, -6.041], [7.878, -4.360, 0.853], [-2.337, 4.786, 0.631], [-5.255, 6.705, -4.988], [4.691, 1.266, 4.595], [-9.779, 7.909, -0.679], [3.119, 0.702, 3.904], [-2.692, -1.250, 1.549], [8.378, -4.718, 2.370], [10.035, -2.643, 6.651], [0.632, -3.840, 1.736], [1.003, -8.097, -3.014], [-1.937, -1.951, -1.755]],
  "mulliken_charge": [0.051, -0.038, 0.050, -0.052, -0.066, -0.068, -0.100, -0.037, -0.052, -0.118, -0.189, -0.180, -0.156, -0.177, -0.199, 0.638, -0.075, 0.263, -0.804, -0.144, 0.720, -0.337, -0.004, -0.670, -0.024, 0.366, -0.111, -0.186, -0.103, -0.369, 0.158, -0.287, -0.276, -0.329, -0.794, -0.770, -1.455, 0.057, 0.718, -0.332, -1.018, 0.135, -1.241, -1.242, -0.212, 0.978, -0.282, 1.534, -1.191, -0.896, 0.625, -0.989, -1.107, -0.060, -1.086, 1.149, -0.959, -0.052, -0.541, -1.126, -0.185, 0.533, 0.350, 0.961, -0.167, -0.497, 0.346, 0.226, 0.286, 0.245, 0.141, 0.091, 0.384, 0.232, -1.325, 0.114, 0.304, -0.014, 0.348, 0.349, 0.282, 0.381, 0.274, 0.272, 0.345, 0.255, 0.376, 0.173, 0.368, -0.724, 0.317, 0.366, 0.293, 0.138, 0.332, 0.360, 0.198, 0.218, 0.251, 0.390, 0.329, 0.263, 0.350, 0.060, 0.415, 0.232, 0.430, 0.378, 0.327, -0.414, -0.125, 0.240, 0.235, -0.587, 0.283, -0.685, 0.282, 0.041, 0.204, 0.412, 0.258, 0.199, 0.144, 0.460, 0.410, 0.346, 0.353, -0.241, -0.084, 0.221, 0.419, -0.131, 0.376, 0.081]
}


(3)
{
  "formula": "C51H42F2N12O11Rb",
  "method": "ωB97M-V with the def2-TZVPD basis set",
  "homo_lumo_gap_ha": 0.13457,
  "total_charge": -1,
  "molar_mass_g_mol": 1122.43,
  "total_energy_ev": -100062.290,
  "lumo_energy_ev": -0.601,
  "multiplicity": 1,
  "relative_energy_ev": 1.221,
  "e_homo_ev": -4.26,
  "species": ["Rb", "F", "F", "O", "O", "O", "O", "O", "O", "O", "O", "O", "O", "O", "N", "N", "N", "N", "N", "N", "N", "N", "N", "N", "N", "N", "C", "C", "C", "C", "C", "C", "C", "C", "C", "C", "C", "C", "C", "C", "C", "C", "C", "C", "C", "C", "C", "C", "C", "C", "C", "C", "C", "C", "C", "C", "C", "C", "C", "C", "C", "C", "C", "C", "C", "C", "C", "C", "C", "C", "C", "C", "C", "C", "C", "C", "C", "H", "H", "H", "H", "H", "H", "H", "H", "H", "H", "H", "H", "H", "H", "H", "H", "H", "H", "H", "H", "H", "H", "H", "H", "H", "H", "H", "H", "H", "H", "H", "H", "H", "H", "H", "H", "H", "H", "H", "H", "H", "H"],
  "coordinates": [[-0.270, -0.050, -0.072], [-3.330, 0.425, 7.155], [-5.500, 0.838, -5.331], [1.158, 0.180, 5.926], [0.546, -1.838, -2.310], [-5.633, -3.596, -5.680], [-4.004, 1.511, 2.284], [-2.856, 0.746, -1.094], [-6.053, -3.738, -3.586], [2.354, 0.374, 4.009], [-3.583, -2.387, 7.267], [-0.509, -2.828, 3.957], [0.957, -2.848, -4.289], [-2.527, -0.180, 2.023], [-9.814, -0.686, -6.841], [0.923, 2.987, -1.680], [-1.020, -0.691, 4.623], [-5.288, -3.520, -4.506], [1.521, -1.815, 1.370], [2.533, 0.764, -1.484], [0.048, 4.026, -1.611], [-2.836, 3.678, 1.141], [-0.668, 3.120, 0.426], [-6.443, -0.983, -0.213], [-7.919, -0.442, -4.805], [-2.057, -2.525, 5.583], [-3.042, -2.913, -5.257], [-3.543, 0.473, 1.745], [-5.541, -0.648, 0.773], [-7.433, -2.982, 0.955], [-4.154, 5.464, 0.179], [3.035, -3.461, 2.663], [-1.730, 0.088, 5.483], [-4.745, 0.516, -3.115], [-5.704, 0.365, -4.072], [-2.836, -1.815, 6.490], [-1.727, -2.619, -4.975], [-7.488, -0.869, -6.120], [-1.675, 2.992, 1.220], [-4.376, -0.013, 0.567], [-0.798, 4.000, -0.653], [-7.861, -3.070, -0.476], [4.627, -5.241, 4.051], [5.195, -4.399, 3.105], [-3.259, 6.684, -1.695], [4.456, -0.210, -2.510], [-2.620, -0.400, 6.358], [0.236, -2.388, -3.390], [-4.277, 6.460, -0.768], [-7.177, -0.706, -2.515], [2.189, -2.564, 1.922], [-1.135, -2.053, 4.661], [0.056, -0.086, 3.837], [-6.925, -0.255, -3.794], [-1.974, 4.893, -0.713], [2.154, 3.135, -1.448], [-2.172, -2.774, -2.618], [-8.993, 0.519, -4.867], [-6.217, -0.551, -1.504], [-3.496, -3.087, -2.880], [-7.621, -1.730, 0.157], [4.402, -3.504, 2.407], [-3.002, 4.676, 0.204], [-3.961, 0.304, -0.785], [-10.206, -0.152, -5.485], [-8.632, -1.628, -6.760], [4.289, 2.160, -2.306], [-1.272, -2.555, -3.659], [3.041, 1.971, -1.726], [-4.995, 0.071, -1.818], [3.223, -0.304, -1.874], [-2.119, 5.902, -1.662], [3.264, -5.181, 4.313], [1.332, 0.175, 4.688], [2.460, -4.289, 3.623], [5.003, 1.044, -2.712], [-3.911, -3.161, -4.205], [-7.142, -3.404, -1.206], [-3.792, 0.987, -3.327], [-1.555, 1.151, 5.410], [-3.360, 7.467, -2.436], [-3.405, -2.981, -6.273], [-3.603, 3.285, 1.685], [-4.201, -3.282, -2.084], [-10.516, -1.005, -4.885], [-8.159, -3.194, 1.727], [6.260, -4.436, 2.913], [-7.192, -0.028, -6.766], [0.307, -0.759, 3.028], [2.753, -1.264, -1.694], [-1.625, 2.287, 2.044], [2.589, 4.077, -1.104], [-6.642, -1.545, -6.030], [4.828, -2.834, 1.672], [-6.419, -3.266, 1.202], [-8.483, -1.112, 0.392], [-8.727, 1.409, -5.467], [-1.318, 6.045, -2.376], [-5.849, -0.935, 1.770], [-8.925, -2.469, -6.134], [-11.040, 0.534, -5.620], [5.250, -5.942, 4.592], [-9.536, 0.107, -7.424], [-8.405, -1.969, -7.768], [-1.008, -2.461, -5.767], [-8.884, -3.353, -0.690], [-1.806, -2.715, -1.601], [-0.276, 0.873, 3.441], [5.964, 1.158, -3.199], [-4.934, 5.289, 0.911], [4.963, -1.107, -2.841], [1.400, -4.197, 3.827], [-10.606, -1.141, -7.293], [-2.141, -3.529, 5.623], [-5.169, 7.076, -0.782], [4.670, 3.162, -2.462], [2.826, -5.828, 5.062], [-9.249, 0.858, -3.866], [-8.123, -1.188, -2.310]],
  "mulliken_charge": [0.910, -0.358, -0.431, -0.756, -0.480, -0.744, -0.927, -0.857, -0.604, -0.752, -0.725, -0.638, -0.773, -0.578, -0.104, -0.005, 0.661, 1.146, -0.216, 0.217, -0.789, 0.137, -0.327, 0.488, 0.681, -0.027, -0.479, -0.170, -0.386, -0.881, -0.649, 0.719, 0.101, -0.447, 0.734, 0.262, -0.724, -0.175, -1.114, 0.131, 0.368, -0.294, -0.332, -0.532, -0.718, -0.945, 0.163, 0.044, -0.357, -0.429, -0.470, 0.320, 0.610, -1.570, 0.723, -0.570, -0.246, -0.567, -0.385, -0.454, -0.278, -0.476, -0.185, 1.064, -0.813, -0.888, -0.719, 0.159, 0.603, 0.525, -0.264, -0.313, -0.617, 0.618, -0.381, -0.187, 0.165, 0.116, 0.675, 0.446, 0.382, 0.483, 0.311, 0.404, 0.373, 0.260, 0.364, 0.337, -0.486, 0.514, 1.053, 0.352, 0.042, 0.503, 0.319, 0.342, 0.269, 0.469, 0.692, 0.330, 0.410, 0.371, 0.406, 0.399, 0.445, 0.279, 0.670, -0.460, 0.393, 0.447, 0.386, 0.553, 0.349, 0.223, 0.394, 0.376, 0.383, 0.447, 0.539]
}


(4)
{
  "formula": "C30H35CoN4O5",
  "method": "ωB97M-V with the def2-TZVPD basis set",
  "homo_lumo_gap_ha": [0.28473, 0.26591],
  "total_charge": 1,
  "molar_mass_g_mol": 590.57,
  "total_energy_ev": -85498.654,
  "lumo_energy_ev": [-3.005, -2.907],
  "multiplicity": 2,
  "s_squared": 1.070,
  "relative_energy_ev": 0.222,
  "e_homo_ev": [-10.75, -10.14],
  "species": ["Co", "O", "O", "O", "O", "O", "N", "N", "N", "N", "C", "C", "C", "C", "C", "C", "C", "C", "C", "C", "C", "C", "C", "C", "C", "C", "C", "C", "C", "C", "C", "C", "C", "C", "C", "C", "C", "C", "C", "C", "H", "H", "H", "H", "H", "H", "H", "H", "H", "H", "H", "H", "H", "H", "H", "H", "H", "H", "H", "H", "H", "H", "H", "H", "H", "H", "H", "H", "H", "H", "H", "H", "H", "H", "H"],
  "coordinates": [[-0.335, -0.134, 0.713], [-2.491, 0.823, 0.321], [1.208, -3.534, 2.374], [1.803, 3.440, 1.466], [2.826, 0.366, -0.833], [-1.464, 0.206, 2.755], [1.403, -0.040, 1.896], [-0.060, -2.045, 1.278], [-3.782, 1.014, -1.503], [0.225, 1.987, 0.794], [-4.147, -4.322, -0.028], [1.825, -1.167, 2.449], [2.948, -1.201, 3.259], [0.946, -2.279, 2.032], [-4.889, -3.551, 0.855], [-2.773, 0.449, -0.828], [3.625, -0.001, 3.461], [-1.971, 4.041, -1.341], [-0.800, 3.352, -1.049], [-2.111, -3.410, 0.883], [5.008, -0.383, -1.301], [-0.079, 2.761, -2.078], [-2.762, -4.247, -0.017], [-0.536, 2.838, -3.386], [-2.422, 4.131, -2.651], [3.793, -0.596, -0.412], [-0.608, -3.348, 0.872], [3.159, 0.834, -2.148], [-4.241, -2.713, 1.753], [-0.515, -0.599, -1.184], [4.344, 0.000, -2.621], [2.033, 1.102, 2.086], [-2.855, -2.645, 1.772], [1.326, 2.198, 1.401], [-0.282, 3.305, 0.362], [-2.017, -0.672, -1.493], [-1.708, 3.524, -3.674], [0.941, 4.218, 0.590], [3.175, 1.175, 2.870], [0.082, -4.308, 1.862], [-2.184, -4.834, -0.722], [0.716, 5.158, 1.083], [0.477, -5.211, 1.407], [-1.099, 3.565, 1.040], [3.993, -0.896, -3.137], [-4.646, -4.976, -0.731], [1.487, 4.398, -0.337], [-4.817, -2.109, 2.442], [-2.236, -0.693, -2.566], [-0.040, 0.137, -1.832], [4.509, 0.016, 4.083], [0.027, 2.368, -4.183], [3.282, -2.124, 3.710], [-2.358, -1.977, 2.464], [-4.291, 1.772, -1.081], [-2.118, 0.661, 2.198], [-2.451, -1.585, -1.069], [5.609, 0.446, -0.921], [-2.534, 4.507, -0.541], [-1.193, 0.823, 3.442], [3.689, 2.115, 3.015], [4.004, -0.435, 0.646], [-0.047, -1.561, -1.410], [-0.561, -4.558, 2.705], [4.999, 0.547, -3.297], [0.835, 2.232, -1.844], [-5.970, -3.602, 0.844], [3.385, -1.607, -0.539], [3.413, 1.898, -2.087], [5.642, -1.264, -1.374], [2.285, 0.720, -2.793], [-3.330, 4.678, -2.872], [-3.976, 0.764, -2.455], [-2.059, 3.593, -4.695], [-0.264, -3.536, -0.150]],
  "lowdin_spin": [1.126, 0.014, -0.005, -0.003, -0.003, 0.015, 0.019, -0.014, 0.000, 0.002, 0.000, -0.003, 0.001, -0.008, 0.000, -0.001, -0.005, 0.000, 0.000, 0.000, 0.000, 0.000, 0.000, 0.000, 0.000, 0.000, 0.000, 0.000, 0.000, -0.106, 0.000, -0.002, 0.000, -0.005, 0.001, -0.003, 0.000, 0.000, 0.001, 0.000, 0.000, 0.000, 0.000, 0.000, 0.000, 0.000, 0.000, 0.000, -0.001, -0.013, 0.000, 0.000, 0.000, 0.000, 0.000, 0.000, 0.000, 0.000, 0.000, 0.001, 0.000, 0.000, -0.009, 0.000, 0.000, 0.000, 0.000, 0.000, 0.000, 0.000, 0.000, 0.000, 0.000, 0.000, 0.000]
}


(5)
{
  "formula": "H3NO2P",
  "method": "ωB97M-V with the def2-TZVPD basis set",
  "homo_lumo_gap_ha": 0.25200,
  "total_charge": -1,
  "molar_mass_g_mol": 80.00,
  "total_energy_ev": -14924.214,
  "lumo_energy_ev": 4.567,
  "multiplicity": 1,
  "smiles": "[NH-]P(O)O",
  "e_homo_ev": -2.29,
  "species": ["P", "O", "O", "N", "H", "H", "H"],
  "coordinates": [[-0.162, -0.473, -0.450], [1.172, 0.506, -0.814], [0.137, -0.751, 1.224], [-1.344, 0.611, -0.549], [1.882, -0.140, -0.921], [-2.140, 0.157, -0.091], [0.454, 0.089, 1.601]],
  "mulliken_charge": [-0.222, -0.375, -0.519, -0.640, 0.281, 0.163, 0.311]
}


What is the multiplicity in the first record? 1


The highest multiplicity belongs to which entry? C30H35CoN4O5